{"formula": "C12H14AgCl4N2", "method": "the ωB97M-V functional and the def2-TZVPD basis", "e_above_lowest_kj_mol": 588.7, "total_charge": -1, "homo_energy_ev": -4.1, "elements": ["Ag", "Cl", "Cl", "Cl", "Cl", "N", "N", "C", "C", "C", "C", "C", "C", "C", "C", "C", "C", "C", "C", "H", "H", "H", "H", "H", "H", "H", "H", "H", "H", "H", "H", "H", "H"], "positions_angstrom": [[-3.458, 1.597, -7.235], [-3.084, -1.713, -5.508], [-4.627, 3.858, -4.683], [-6.153, 0.888, -9.574], [-0.379, 1.688, -9.571], [0.500, 1.047, -1.946], [0.726, -1.357, 4.564], [0.696, -0.039, 0.574], [-0.646, 0.650, -1.360], [-0.239, -0.432, 4.273], [0.776, -1.825, 5.943], [1.845, 0.103, -0.119], [0.426, 1.494, -3.320], [-0.286, 0.004, 2.883], [1.605, -1.411, 2.490], [-0.584, 0.198, -0.069], [0.678, -0.478, 1.964], [1.733, 0.735, -1.411], [1.643, -1.826, 3.805], [-0.848, -0.023, 5.066], [1.134, -2.851, 6.030], [2.250, -2.625, 4.204], [-0.528, 1.935, -3.611], [1.393, -1.101, 6.475], [1.227, 2.210, -3.505], [2.814, -0.265, 0.186], [-0.177, -1.847, 6.471], [-1.553, 0.803, -1.925], [-1.066, 0.686, 2.578], [2.361, -1.803, 1.826], [2.623, 0.956, -1.981], [-1.492, 0.051, 0.496], [0.692, 0.694, -4.010]], "lowdin_charge": [0.67, -0.72, -0.82, -0.64, -0.73, -0.10, -0.16, -0.19, 0.01, 0.04, -0.01, 0.01, 0.01, 0.05, 0.03, 0.04, -0.16, 0.04, -0.07, 0.13, 0.10, 0.14, 0.12, 0.11, 0.10, 0.12, 0.10, 0.16, 0.11, 0.12, 0.13, 0.12, 0.12]}


{"formula": "C12H14AlN2PS", "method": "the ωB97M-V functional and the def2-TZVPD basis", "total_charge": 0, "homo_energy_ev": [-3.9, -3.9], "elements": ["S", "P", "Al", "N", "N", "C", "C", "C", "C", "C", "C", "C", "C", "C", "C", "C", "C", "H", "H", "H", "H", "H", "H", "H", "H", "H", "H", "H", "H", "H", "H"], "positions_angstrom": [[2.103, -0.170, 2.608], [-0.259, -3.085, -1.036], [0.504, -1.036, -1.277], [0.571, -0.107, 0.513], [2.719, -1.035, 0.099], [0.930, 1.393, -2.204], [-2.169, 1.360, 2.572], [-1.274, 0.919, -2.697], [-1.523, 0.967, 1.396], [-0.201, 0.515, 1.531], [-0.183, 0.861, 3.926], [-0.513, -0.230, -3.168], [-0.403, 1.825, -2.071], [0.944, 0.040, -2.865], [0.467, 0.482, 2.764], [-1.519, 1.288, 3.821], [1.817, -0.419, 0.922], [-1.992, 0.991, 0.403], [0.796, -3.840, -1.584], [-0.420, -3.471, 0.289], [0.355, 0.803, 4.870], [1.730, -0.261, -3.568], [3.595, -1.284, 0.537], [-1.464, -3.444, -1.751], [-0.708, 2.674, -1.469], [-3.193, 1.723, 2.542], [-2.355, 0.974, -2.798], [2.668, -1.111, -0.932], [-0.802, -0.847, -4.027], [1.854, 1.964, -2.064], [-2.075, 1.559, 4.719]], "lowdin_charge": [1.07, 0.67, 0.11, 0.02, 0.06, -0.15, -0.08, -0.17, 0.00, -0.25, -0.09, -0.20, -0.18, -0.30, -0.46, -0.08, -0.68, 0.11, -0.10, -0.09, 0.11, 0.10, 0.09, -0.12, 0.09, 0.10, 0.08, 0.04, 0.10, 0.09, 0.10]}


{"formula": "C12H14BF4IN2W", "method": "the ωB97M-V functional and the def2-TZVPD basis", "total_charge": 2, "spin_multiplicity": 3, "homo_energy_ev": [-16.7, -17.0], "elements": ["W", "I", "F", "F", "F", "F", "N", "N", "C", "C", "C", "C", "C", "C", "C", "C", "C", "C", "C", "C", "B", "H", "H", "H", "H", "H", "H", "H", "H", "H", "H", "H", "H", "H", "H"], "positions_angstrom": [[0.290, -0.063, 0.729], [2.685, -0.131, 0.427], [0.125, -1.344, 5.146], [-1.293, 0.591, 5.281], [-0.368, 0.122, 3.262], [1.107, 0.801, 5.095], [-0.316, -1.344, -0.892], [-0.106, 1.346, -0.905], [-0.337, -0.732, -2.132], [0.093, 2.877, -3.190], [-0.185, 0.731, -2.141], [-0.533, -3.506, -1.899], [0.181, 3.490, -1.937], [-0.402, -2.722, -0.767], [-0.078, 1.509, -3.306], [0.183, 1.796, 2.240], [-0.461, -1.524, -3.285], [-0.569, -2.896, -3.155], [0.214, -1.804, 2.147], [0.085, 2.714, -0.792], [-0.051, 0.023, 4.911], [-0.664, 2.505, 1.919], [-0.140, 0.965, -4.248], [1.303, 1.968, 2.295], [-0.358, -3.118, 0.251], [1.039, -1.616, 2.884], [-0.677, -1.864, 2.818], [0.393, -2.793, 1.770], [-0.485, -0.983, -4.230], [-0.614, -4.584, -1.762], [-0.023, 1.943, 3.196], [-0.685, -3.486, -4.050], [0.319, 4.565, -1.813], [0.155, 3.460, -4.094], [0.173, 3.103, 0.230]], "lowdin_charge": [1.23, 0.83, 0.16, 0.14, -0.21, 0.15, -0.09, -0.10, -0.18, 0.03, -0.19, 0.02, 0.02, -0.04, 0.05, -0.03, 0.05, 0.03, -0.23, -0.06, -0.91, 0.12, 0.13, 0.09, 0.10, 0.05, 0.07, 0.00, 0.13, 0.14, -0.01, 0.14, 0.14, 0.14, 0.10]}


{"formula": "C12H14BFeN8O", "method": "the ωB97M-V functional and the def2-TZVPD basis", "e_above_lowest_kj_mol": 28.7, "total_charge": 2, "spin_multiplicity": 2, "homo_energy_ev": [-14.4, -14.4], "elements": ["Fe", "O", "N", "N", "N", "N", "N", "N", "N", "N", "C", "C", "C", "C", "C", "C", "C", "C", "C", "C", "C", "C", "B", "H", "H", "H", "H", "H", "H", "H", "H", "H", "H", "H", "H", "H", "H"], "positions_angstrom": [[0.263, 0.003, 0.188], [-0.940, -0.003, 1.802], [-1.501, -0.008, -4.619], [-0.517, 1.257, -2.153], [-0.518, -1.257, -2.151], [-0.127, 0.000, -4.289], [1.626, -0.001, -2.328], [1.782, 0.001, -0.981], [-0.540, -1.374, -0.804], [-0.541, 1.377, -0.807], [-1.079, -2.351, -2.691], [0.604, 0.011, -5.381], [-1.111, -2.545, -0.505], [-1.568, -0.004, -5.921], [3.808, -0.006, -1.905], [-1.470, -3.200, -1.676], [-1.476, 3.199, -1.683], [2.850, -0.006, -2.894], [-1.082, 2.349, -2.697], [-1.116, 2.546, -0.511], [3.089, -0.002, -0.716], [-0.276, 0.008, -6.499], [0.143, 0.000, -2.782], [-2.526, -0.009, -6.418], [1.679, 0.021, -5.385], [-1.430, -0.769, 2.127], [-1.952, -4.157, -1.770], [0.000, 0.015, -7.541], [-1.182, 2.452, -3.764], [2.994, -0.011, -3.958], [-1.180, -2.457, -3.758], [-1.359, 0.777, 2.188], [-1.238, 2.869, 0.510], [-1.961, 4.154, -1.780], [-1.228, -2.867, 0.517], [4.876, -0.010, -2.029], [3.451, 0.000, 0.300]], "lowdin_charge": [0.97, 0.01, 0.06, 0.06, 0.06, -0.02, 0.07, -0.05, -0.04, -0.04, 0.03, -0.07, -0.05, -0.14, 0.02, 0.02, 0.03, 0.02, 0.03, -0.05, -0.05, -0.01, -0.60, 0.12, 0.10, 0.12, 0.13, 0.10, 0.15, 0.13, 0.15, 0.12, 0.13, 0.13, 0.13, 0.13, 0.13]}


{"formula": "C12H14BN", "method": "the ωB97M-V functional and the def2-TZVPD basis", "e_above_lowest_kj_mol": 215.1, "total_charge": 0, "smiles": "C1=C[C@H](c2ccccc2)CC1.BC#N", "homo_energy_ev": -8.7, "elements": ["N", "C", "C", "C", "C", "C", "C", "C", "C", "C", "C", "C", "C", "B", "H", "H", "H", "H", "H", "H", "H", "H", "H", "H", "H", "H", "H", "H"], "positions_angstrom": [[3.082, -3.526, 5.096], [2.684, 1.414, 5.797], [-0.380, 1.855, 6.108], [2.442, -0.546, 7.189], [0.227, 0.682, 6.570], [1.678, 0.380, 6.209], [-1.932, -0.049, 7.436], [2.202, -3.281, 4.311], [3.952, -0.300, 6.878], [-1.745, 2.096, 6.347], [-0.568, -0.288, 7.203], [3.934, 1.036, 6.168], [-2.527, 1.139, 7.012], [1.068, -2.565, 3.569], [4.294, -1.096, 6.203], [2.158, -1.586, 6.991], [1.584, -0.129, 5.277], [-2.538, -0.806, 7.946], [0.030, -2.420, 4.193], [4.870, 1.570, 5.961], [-3.589, 1.324, 7.187], [4.566, -0.322, 7.789], [2.388, 2.297, 5.209], [-0.146, -1.267, 7.460], [2.282, -0.280, 8.248], [1.418, -1.552, 2.972], [0.202, 2.573, 5.511], [-2.195, 3.027, 5.995]], "lowdin_charge": [0.14, -0.05, -0.04, -0.14, -0.18, -0.28, -0.09, -0.19, -0.18, -0.08, -0.04, -0.09, -0.10, 0.00, 0.09, 0.09, 0.11, 0.10, 0.04, 0.10, 0.10, 0.11, 0.10, 0.11, 0.12, 0.04, 0.10, 0.10]}


{"formula": "C12H14BeBrCaCl2FIKO8PS", "method": "the ωB97M-V functional and the def2-TZVPD basis", "total_charge": 1, "homo_energy_ev": -7.0, "elements": ["I", "Br", "Ca", "K", "Cl", "Cl", "S", "P", "F", "O", "O", "O", "O", "O", "O", "O", "O", "C", "C", "C", "C", "C", "C", "C", "C", "C", "C", "C", "C", "Be", "H", "H", "H", "H", "H", "H", "H", "H", "H", "H", "H", "H", "H", "H"], "positions_angstrom": [[-6.092, -0.911, -0.251], [3.925, -1.155, 1.950], [1.863, 4.228, 1.265], [1.200, -4.584, 3.652], [5.140, 4.242, 2.746], [-5.633, 0.697, -5.358], [-3.974, 0.466, -3.105], [-5.778, -0.684, -2.687], [-0.929, -0.394, -3.537], [6.203, 2.661, -0.130], [3.892, 3.365, -1.567], [1.083, 1.223, 1.503], [-5.504, -2.317, -3.244], [3.379, 0.817, 3.106], [-1.114, -2.031, 2.788], [-2.056, -0.650, 1.247], [0.005, -0.205, 2.087], [5.080, 2.352, 0.300], [-0.667, -1.811, -1.537], [0.204, -2.132, 3.297], [-2.656, 0.013, -1.819], [3.441, 1.334, 1.984], [2.524, 2.265, -0.054], [3.853, 2.720, -0.528], [2.221, 1.609, 1.098], [0.722, -0.733, 3.191], [-1.140, -0.933, 1.973], [4.774, 1.701, 1.473], [-1.724, -1.099, -2.516], [-5.303, 0.083, -7.469], [-1.129, -2.364, -0.644], [0.125, -1.028, -1.195], [-1.979, 0.926, -1.588], [-4.276, 1.837, -2.946], [-4.626, -2.558, -2.850], [-2.406, -1.815, -3.100], [-0.082, -2.576, -2.194], [-3.119, -0.311, -0.819], [0.195, -2.496, 4.329], [1.719, 2.512, -0.743], [1.794, -0.701, 3.006], [0.496, -0.135, 4.079], [5.579, 1.407, 2.136], [0.770, -2.833, 2.676]], "lowdin_charge": [0.41, 0.38, 1.59, 1.02, -0.18, -0.27, 0.57, 0.24, -0.09, 0.15, 0.09, -0.02, -0.41, -0.15, 0.07, 0.13, -0.03, -0.40, -0.04, -0.24, -0.39, -0.58, -0.16, -0.37, -0.50, -0.13, -0.50, -0.03, -0.35, 0.02, 0.08, 0.11, 0.12, 0.03, 0.03, 0.13, 0.10, 0.03, 0.10, 0.12, 0.01, 0.16, 0.12, 0.03]}


{"formula": "C12H14BrN2", "method": "the ωB97M-V functional and the def2-TZVPD basis", "e_above_lowest_kj_mol": 481.8, "total_charge": 1, "homo_energy_ev": -11.0, "elements": ["Br", "N", "N", "C", "C", "C", "C", "C", "C", "C", "C", "C", "C", "C", "C", "H", "H", "H", "H", "H", "H", "H", "H", "H", "H", "H", "H", "H", "H"], "positions_angstrom": [[-3.410, -1.686, 1.148], [0.332, -1.590, 0.669], [-2.791, -1.183, -1.653], [3.828, 0.406, 1.284], [-0.241, 1.796, -0.796], [-0.301, -0.713, -0.088], [3.774, -0.963, 1.722], [1.621, 0.256, 0.399], [-2.605, -0.697, -0.260], [-2.580, 0.810, -0.182], [2.800, 1.033, 0.651], [1.579, -1.067, 0.881], [0.273, 0.528, -0.221], [2.654, -1.743, 1.408], [-1.781, 1.627, -1.209], [-2.170, -0.617, -2.239], [0.302, 2.101, -1.755], [4.560, -1.306, 2.342], [4.767, 0.988, 1.468], [-0.161, 2.645, 0.045], [-2.277, 0.965, 0.766], [2.495, -2.750, 1.900], [-3.732, 1.083, -0.286], [-2.455, -2.146, -1.874], [3.098, 2.043, 0.393], [-2.117, 2.732, -1.322], [-1.779, 1.160, -2.133], [-3.842, -1.150, -1.917], [0.161, -2.563, 0.862]], "lowdin_charge": [0.82, 0.09, 0.14, -0.09, -0.13, -0.02, -0.05, -0.08, -0.73, -0.25, -0.02, -0.25, -0.16, -0.01, -0.16, 0.14, 0.14, 0.09, 0.12, 0.17, 0.07, 0.14, 0.16, 0.18, 0.11, 0.15, 0.06, 0.21, 0.16]}


Number 1: DFT total energy -2562.68455 Eh. Number 2: DFT total energy -1556.98139 Eh. Number 3: DFT total energy -1363.63171 Eh. Number 4: DFT total energy -2266.98053 Eh. Number 5: DFT total energy -545.17288 Eh. Number 6: DFT total energy -6990.79001 Eh. Number 7: DFT total energy -3148.79617 Eh.